(1)
Here is a structure of composition C13H14BNO2Y from the OMol25 dataset. Energies are from ωB97M-V with the def2-TZVPD basis set.

Values from the calculation:
HOMO-LUMO gap (spin up / spin down) in eV: 3.044 / 3.035
M in g/mol: 315.98
Energy relative to the best compared isomer or geometry (same formula, charge and spin) in kcal per mole: 108.6
DFT total energy in hartree: -772.0720

```
! RIJCOSX wB97M-V def2-TZVPD def2/J DEFGRID3
* xyz -1 1
C 2.7028 -0.1035 -4.0355
C -2.2656 0.7904 -1.7914
C 1.4422 0.5722 -4.2153
H 1.0831 -2.0841 5.3526
H 3.1726 -0.7699 -4.7512
H 0.3892 2.0681 -2.8972
Y 1.2827 -1.0058 -2.4539
H -3.4108 1.0972 -0.0514
C 3.2103 0.2267 -2.7251
H 4.1304 -0.1390 -2.2854
C 0.4548 -1.8286 4.4978
H 0.8647 0.6129 -5.1353
H -1.2773 -2.8272 5.3200
H -2.2325 -0.2885 -1.6686
C 0.1655 -0.7717 2.3648
O -1.9446 -0.3818 1.5521
B -1.0200 0.5758 1.0892
H 2.3909 1.6260 -1.1500
H -1.7978 1.2460 -2.6642
N -1.4244 1.6158 0.2394
C 0.9929 -1.0834 3.4349
C -2.5710 1.5773 -0.5847
H -2.8743 2.5710 -0.9405
O 0.3184 0.2916 1.4914
H 2.0236 -0.7398 3.4662
C 2.2590 1.1061 -2.0909
C -1.1952 -1.1878 2.3778
H -0.6584 2.1843 -0.1127
C 1.1671 1.3208 -3.0127
C -0.8734 -2.2414 4.4963
H -2.7817 -2.1304 3.4458
C -1.7232 -1.8994 3.4378
*
```



(2)
Here is the ion C3H9N5O2 with charge +2 from the OMol25 dataset. Energies are from ωB97M-V with the def2-TZVPD basis set.

Values from the calculation:
HOMO-LUMO gap in eV: 10.388
M in g/mol: 147.14
Energy relative to the best compared isomer or geometry (same formula, charge and spin) in kcal per mole: 22.4
SMILES: NC(=[NH2+])C(C(N)=[NH2+])[N+](=O)[O-]
DFT total energy in hartree: -543.2187

```
! RIJCOSX wB97M-V def2-TZVPD def2/J DEFGRID3
* xyz 2 1
H -1.4135 2.7919 -1.0705
N -0.3825 -0.6972 2.2581
C -0.6559 -0.3454 -0.3389
N -1.4446 1.8435 -0.6754
N 1.5849 -0.7556 1.1095
O 1.1042 -1.2853 -1.4178
H -1.2109 -1.2532 2.3891
H 1.4321 0.6580 -1.7630
N -0.0916 -1.4486 -1.2044
H 2.1986 -0.7365 1.9382
H 0.8930 2.3529 -1.5705
H -0.0337 -0.3992 3.1511
H 2.0256 -0.9673 0.2338
C 0.3043 -0.7245 1.1554
N 0.7803 1.3767 -1.4045
H -1.5991 -0.6540 -0.1241
H -2.3153 1.5010 -0.3167
O -0.8032 -2.3262 -1.5446
C -0.3726 1.0686 -0.8048
*
```



(3)
Here is the molecule C5H7NO from the OMol25 dataset. Energies are from ωB97M-V with the def2-TZVPD basis set.

Values from the calculation:
HOMO-LUMO gap in eV: 8.595
M in g/mol: 97.12
Energy relative to the best compared isomer or geometry (same formula, charge and spin) in kcal per mole: 15.7
SMILES: Cc1coc(N)c1
DFT total energy in hartree: -324.6994

```
! RIJCOSX wB97M-V def2-TZVPD def2/J DEFGRID3
* xyz 0 1
C -0.8214 -0.1078 0.0899
H -2.8483 -0.6641 -0.1489
N 2.7031 0.3302 -0.3405
H 3.0110 1.2109 0.0443
C -0.2983 -1.3453 -0.0209
H -2.4543 0.9497 -0.7734
C -2.2643 0.2404 0.0410
C 0.2834 0.8092 0.1378
H -2.5873 0.6988 0.9786
H 3.3172 -0.4364 -0.1074
H -0.7433 -2.3283 -0.0554
O 1.0724 -1.2731 -0.1013
C 1.3849 0.0378 -0.0482
H 0.2454 1.8780 0.3042
*
```



(4)
Here is a cluster of 3 separate species, C3H12NO4 in total from the OMol25 dataset. Energies are from ωB97M-V with the def2-TZVPD basis set.

Values from the calculation:
HOMO-LUMO gap in eV: 10.751
M in g/mol: 126.13
Energy relative to the best compared isomer or geometry (same formula, charge and spin) in kcal per mole: 55.9
DFT total energy in hartree: -476.9382

```
! RIJCOSX wB97M-V def2-TZVPD def2/J DEFGRID3
* xyz 1 1
H 0.1567 2.6137 0.5821
O -2.1192 1.8856 -0.2748
C -1.6362 0.6642 0.1398
C 0.6658 1.6370 0.3882
H 0.1481 -1.0876 0.8681
H 1.3521 -0.7488 -0.3902
H -0.0761 0.7389 -1.4856
H -2.3399 -0.2016 -0.2800
H -2.6053 1.9164 -1.1869
O 0.1892 -1.8393 2.2648
H -0.5683 -1.7583 2.7645
O 1.8188 1.4287 0.5915
H -0.1394 -1.4884 -0.5985
H -1.6857 0.5407 1.2069
H 1.8831 -2.3279 -2.6097
H 0.4872 -2.9634 -3.0016
H 0.8925 -1.4965 2.8849
O 0.9503 -2.2528 -2.4276
N 0.4064 -0.7088 -0.1082
C -0.2065 0.6064 -0.3993
*
```



(5)
Here is a structure of composition C6H13ErO4 from the OMol25 dataset. Energies are from ωB97M-V with the def2-TZVPD basis set.

Values from the calculation:
HOMO-LUMO gap (spin up / spin down) in eV: 5.937 / 5.791
M in g/mol: 316.43
DFT total energy in hartree: -1552.1944
Expectation value of S²: 3.75

```
! RIJCOSX wB97M-V def2-TZVPD def2/J DEFGRID3
* xyz 0 4
C 1.2825 -0.1651 2.1425
C -0.2260 0.0305 -2.0130
H 0.1204 -0.1835 -0.7079
H 1.4063 0.3755 -3.3439
H 1.8096 0.6528 -1.4937
H -0.6897 0.2091 3.8397
H 0.7354 -0.4600 4.7020
H -3.4883 0.2701 -2.3892
H 0.7822 0.8220 2.0873
O 0.4748 -1.1241 2.7624
O 2.4834 -0.0119 0.0616
H -0.6930 -1.4976 4.3953
O -1.4740 0.5065 -2.4574
H -0.1264 -1.0313 -2.2897
O 0.5554 2.1690 -2.7556
Er -1.3998 2.9777 -3.2482
H -2.6379 0.0221 -0.8258
C -0.0682 -0.6928 3.9866
C -2.5955 -0.1539 -1.9123
C 0.8934 0.8734 -2.4964
H 1.5951 -1.7192 0.6502
H 2.2299 -0.0254 2.6975
C 1.5907 -0.6105 0.7330
H -2.5604 -1.2333 -2.1249
*
```



(6)
Here is a structure of composition C6H10O2 from the OMol25 dataset. Energies are from ωB97M-V with the def2-TZVPD basis set.

Values from the calculation:
HOMO-LUMO gap in eV: 10.584
M in g/mol: 114.14
Energy relative to the best compared isomer or geometry (same formula, charge and spin) in kcal per mole: 159.1
DFT total energy in hartree: -384.8489

```
! RIJCOSX wB97M-V def2-TZVPD def2/J DEFGRID3
* xyz 0 1
H -2.5334 0.8813 -0.0803
C -0.5302 1.3676 0.6742
C 0.9804 -1.1642 0.5069
H 0.8089 -0.7713 1.6010
C -0.1899 -1.1645 -0.3910
O 0.7902 0.6641 -1.2023
H -0.7870 0.7633 1.8506
H 1.4990 -2.0255 0.4724
H -2.1591 -0.2238 -1.5496
H 0.6783 1.6231 0.8365
H -0.0151 -1.5618 -1.4353
H -1.3241 2.1508 0.3550
C -1.8692 0.0399 -0.6341
C -0.3728 0.3130 -0.4619
C 1.7383 -0.0933 -0.2730
H 2.1448 0.6466 0.6238
H 2.7087 -0.2084 -0.9547
O -1.5679 -1.2368 0.0620
*
```